1.
The following is a quantum chemistry calculation of a structure of composition C3H3MgO9 at a distorted geometry, from the OMol25 dataset.

Summary:
**Total charge**: -1
**Kohn-Sham gap**: 9.09 eV
**E_HOMO**: -0.216 Eh
**E_tot**: -993.7305 a.u.
**Molar mass**: 207.4 Da
**ΔE to the lowest compared entry with this formula, charge and spin**: 0.0 kcal per mole

Structure (XYZ):
```
16
C3H3MgO9 | the OMol25 dataset | ωB97M-V/def2-TZVPD
H 3.7500 1.6271 1.0025
O -0.4922 -1.2153 -1.5744
O 1.6617 0.5846 1.1164
O -1.0462 1.8848 -0.1016
H -3.4625 1.5651 1.6727
O -2.8670 2.1755 1.2191
C 2.3239 0.8804 0.0771
O 1.7083 0.5691 -0.9778
O -0.5622 -3.4545 -1.4331
C -1.8429 1.4350 0.7621
O 0.2620 -2.0943 0.2276
O 3.5835 1.3187 0.1021
Mg -0.0343 0.0598 0.0586
C -0.2029 -2.2619 -0.9027
O -1.7605 0.2061 1.0100
H -1.0186 -3.2801 -2.2586
```

natural (NBO) atomic charge list, values in e, 4 entries: 0.4876, -0.8723, -0.8740, -0.8048

2.
The following is a quantum chemistry calculation of a structure of composition C3H3N at a distorted geometry, from the OMol25 dataset.

Summary:
**Total charge**: 0
**Kohn-Sham gap (alpha / beta)**: 8.26 / 8.47 eV
**E_HOMO (alpha / beta)**: -0.334 / -0.328 Eh
**E_tot**: -170.5313 a.u.
**Molar mass**: 53.1 Da
**ΔE to the lowest compared entry with this formula, charge and spin**: 187.5 kcal per mole

Structure (XYZ):
```
7
C3H3N | the OMol25 dataset | ωB97M-V/def2-TZVPD
C 0.9559 0.9653 -0.0004
C -0.4886 0.2878 0.1311
H -3.3975 -0.0774 -0.3134
C 0.0993 -0.8952 0.0760
H -0.0472 -1.9165 -0.1519
H 1.4255 1.8501 0.2341
N 1.4527 -0.2141 0.0245
```

natural (NBO) atomic charge list, values in e, 4 entries: 0.0633, 0.0223, 0.0025, -0.2177

3.
The following is a quantum chemistry calculation of the ion C3H3N2 with charge +1 at a distorted geometry, from the OMol25 dataset.

Summary:
**Total charge**: +1
**Kohn-Sham gap (alpha / beta)**: 8.01 / 7.00 eV
**E_HOMO (alpha / beta)**: -0.611 / -0.592 Eh
**E_tot**: -225.1146 a.u.
**Molar mass**: 67.1 Da
**ΔE to the lowest compared entry with this formula, charge and spin**: 89.9 kcal per mole

Structure (XYZ):
```
8
C3H3N2 | the OMol25 dataset | ωB97M-V/def2-TZVPD
N 0.2947 -0.9313 -3.7979
H 1.3319 0.1302 0.5748
N -0.4913 0.4296 -0.3573
C 0.4705 0.6786 0.3684
C -0.7328 -0.9014 -1.5604
H 0.4066 1.4777 1.1309
C -0.3618 -0.8593 -2.8301
H -1.2255 -1.7737 -1.0626
```

natural (NBO) atomic charge list, values in e, 4 entries: 0.0889, 0.2372, -0.2064, -0.0066

4.
The following is a quantum chemistry calculation of a cluster of 2 separate species, C3H3N2O in total at a distorted geometry, from the OMol25 dataset.

Summary:
**Total charge**: -1
**Kohn-Sham gap**: 8.49 eV
**E_HOMO**: -0.147 Eh
**E_tot**: -300.7171 a.u.
**Molar mass**: 83.1 Da
**ΔE to the lowest compared entry with this formula, charge and spin**: 40.0 kcal per mole

Structure (XYZ):
```
9
C3H3N2O | the OMol25 dataset | ωB97M-V/def2-TZVPD
N -0.8524 -0.8931 -0.8106
H -1.0840 1.2050 0.0172
C -0.9724 0.1369 0.1984
H -1.5567 -0.1396 1.1640
H 1.3617 0.0765 -1.1504
C 0.3025 -0.7082 -0.2934
C 2.1855 0.7532 -1.6578
N 3.1244 1.4320 -1.8377
O -1.6470 -1.4599 -1.6205
```

natural (NBO) atomic charge list, values in e, 4 entries: 0.0508, 0.1571, -0.3927, 0.1363

5.
The following is a quantum chemistry calculation of the ion C3H3N2O with charge +1 at a distorted geometry, from the OMol25 dataset.

Summary:
**Total charge**: +1
**Kohn-Sham gap (alpha / beta)**: 8.46 / 8.46 eV
**E_HOMO (alpha / beta)**: -0.549 / -0.549 Eh
**E_tot**: -300.4421 a.u.
**Molar mass**: 83.1 Da
**ΔE to the lowest compared entry with this formula, charge and spin**: 79.9 kcal per mole

Structure (XYZ):
```
9
C3H3N2O | the OMol25 dataset | ωB97M-V/def2-TZVPD
N -1.5741 -0.1084 -0.1231
H 2.2741 0.0713 -0.2235
H 0.7777 0.4253 -1.0761
C -0.7465 -1.1774 -0.1319
H 0.8337 -1.5487 1.0988
O -1.6399 2.2495 0.2487
C 1.1903 -0.1576 -0.3168
C -1.5498 1.1324 0.1053
N 0.4346 -0.8862 0.4186
```

natural (NBO) atomic charge list, values in e, 4 entries: -0.5897, 0.2633, 0.2127, 0.4319

6.
The following is a quantum chemistry calculation of a cluster of 2 separate species, C3H3N2O2S in total at a distorted geometry, from the OMol25 dataset.

Summary:
**Total charge**: -1
**Kohn-Sham gap**: 4.33 eV
**E_HOMO**: -0.106 Eh
**E_tot**: -774.3423 a.u.
**Molar mass**: 131.1 Da
**ΔE to the lowest compared entry with this formula, charge and spin**: 15.6 kcal per mole

Structure (XYZ):
```
11
C3H3N2O2S | the OMol25 dataset | ωB97M-V/def2-TZVPD
C -0.7632 1.0580 -0.0505
O -1.7924 -2.2409 -0.0041
H 3.1393 -0.4585 0.7549
C 0.4087 0.2894 -0.5178
N -1.7203 0.1136 0.2018
N 0.1483 -0.9892 -0.4862
O -0.9002 2.2461 0.1994
C -1.1969 -1.1450 -0.1035
H -2.6185 0.1213 0.6654
H 1.3302 0.6493 -0.7122
S 3.9650 0.3559 0.0528
```

natural (NBO) atomic charge list, values in e, 4 entries: 0.5929, -0.5606, 0.0828, 0.0806

7.
The following is a quantum chemistry calculation of the ion C3H3N2O2S with charge -1 at a distorted geometry, from the OMol25 dataset.

Summary:
**Total charge**: -1
**Multiplicity**: 3
**Kohn-Sham gap (alpha / beta)**: 4.41 / 4.97 eV
**E_HOMO (alpha / beta)**: -0.039 / -0.141 Eh
**Expectation value of S²**: 2.0227
**E_tot**: -774.1111 a.u.
**Molar mass**: 131.1 Da
**ΔE to the lowest compared entry with this formula, charge and spin**: 60.3 kcal per mole

Structure (XYZ):
```
11
C3H3N2O2S | the OMol25 dataset | ωB97M-V/def2-TZVPD
O 1.9516 -0.7860 1.7891
H 1.7649 -1.2624 -0.7221
C 1.0278 -0.2915 1.1299
C -0.4674 1.1894 0.4879
N 0.0439 0.5525 1.4885
S -0.0043 0.6068 -1.2308
O -1.5170 2.3253 0.5143
N -1.4351 -0.0384 -1.6035
C 0.8345 -0.7783 -0.3700
H -2.2202 -0.0028 -0.9585
H 0.0214 -1.5147 -0.5248
```

natural (NBO) atomic charge list, values in e, 4 entries: -0.6678, 0.2377, 0.5818, 0.2024

8.
The following is a quantum chemistry calculation of the ion C3H3N2O2S with charge +1 at a distorted geometry, from the OMol25 dataset.

Summary:
**Total charge**: +1
**Kohn-Sham gap (alpha / beta)**: 7.74 / 7.74 eV
**E_HOMO (alpha / beta)**: -0.522 / -0.522 Eh
**E_tot**: -773.8009 a.u.
**Molar mass**: 131.1 Da
**ΔE to the lowest compared entry with this formula, charge and spin**: 123.7 kcal per mole

Structure (XYZ):
```
11
C3H3N2O2S | the OMol25 dataset | ωB97M-V/def2-TZVPD
C -0.0219 -1.3153 -0.3420
H -1.7596 1.8505 1.3338
O -1.2489 -1.7731 -0.3971
O -0.0675 -2.6161 -0.2621
C -0.9422 1.1716 1.1304
S -0.5852 -0.1300 2.0848
C 0.7468 0.9520 -0.5679
N 0.7728 -0.4167 -0.8838
H 1.5430 1.5321 -1.0146
H 1.6582 -0.7674 -1.2562
N -0.0954 1.5122 0.1746
```

natural (NBO) atomic charge list, values in e, 4 entries: 0.8871, 0.2465, -0.1234, -0.1244

9.
The following is a quantum chemistry calculation of the ion C3H3N2O3 with charge -1 at a distorted geometry, from the OMol25 dataset.

Summary:
**Total charge**: -1
**Kohn-Sham gap (alpha / beta)**: 7.85 / 7.85 eV
**E_HOMO (alpha / beta)**: -0.149 / -0.149 Eh
**E_tot**: -451.2630 a.u.
**Molar mass**: 115.1 Da
**ΔE to the lowest compared entry with this formula, charge and spin**: 107.7 kcal per mole

Structure (XYZ):
```
11
C3H3N2O3 | the OMol25 dataset | ωB97M-V/def2-TZVPD
C -0.7955 -0.3289 0.3229
O 0.4389 1.5841 0.6832
O -3.0640 -0.6445 1.2330
C -2.3443 -0.4088 0.2903
O -2.6527 0.0410 -0.7959
C 1.3802 -0.0862 -0.7012
H 2.2262 -0.7423 -0.5512
H 1.8701 0.2094 1.1800
N 0.0668 -0.7629 -0.4360
N 1.5185 0.8202 0.4144
H 1.3558 0.3189 -1.6396
```

natural (NBO) atomic charge list, values in e, 4 entries: 0.3936, -0.5514, -0.6954, 0.6873

10.
The following is a quantum chemistry calculation of a cluster of 2 separate species, C3H3N2OS in total at a distorted geometry, from the OMol25 dataset.

Summary:
**Total charge**: -1
**Kohn-Sham gap**: 7.44 eV
**E_HOMO**: -0.131 Eh
**E_tot**: -698.9383 a.u.
**Molar mass**: 115.1 Da
**ΔE to the lowest compared entry with this formula, charge and spin**: 88.8 kcal per mole

Structure (XYZ):
```
10
C3H3N2OS | the OMol25 dataset | ωB97M-V/def2-TZVPD
C 0.2171 1.7935 -0.0941
C 0.0633 -0.6444 0.2754
N 1.0524 -0.9570 -0.4217
H -1.3888 -0.1905 1.6643
C -1.1982 -0.6054 0.6828
S -2.5924 -0.7694 -0.4094
H 1.6747 -0.3178 -1.0576
N 1.3248 2.0768 -0.3163
H -0.8241 1.6809 0.1009
O 1.6713 -2.0666 -0.4244
```

natural (NBO) atomic charge list, values in e, 4 entries: 0.0968, 0.1003, -0.0878, 0.1929